31
Properties=species:S:1:pos:R:3:forces:R:3 method="wB97M-V/def2-TZVPD" e_homo_ev=-4.21 charge=-1 fmax_ha_per_bohr=0.0360 energy_ev=-69765.8671 multiplicity=1
C 2.918569 -0.258393 -0.016779 -0.623 0.933 -0.365
C 1.625366 0.080811 -0.806244 0.125 -1.027 -0.386
O 0.642353 0.655188 0.024969 0.856 -0.697 0.269
N -0.306560 1.329538 -0.766864 -0.627 1.450 -0.769
C -1.605405 1.396920 -0.112802 0.018 -0.264 0.672
C -2.338210 0.031996 0.050169 0.295 0.340 -0.558
C -2.800637 -0.615852 -1.289165 -1.103 -0.751 1.271
C -3.573327 -1.936582 -0.947285 0.114 1.197 0.128
N -4.385945 -2.025926 0.268920 0.249 0.220 -0.326
O -3.554659 -2.883434 -1.665891 0.284 -0.930 -0.716
C -2.472565 2.479255 -0.828550 -0.955 1.266 -0.952
O -3.016208 3.341172 -0.117435 0.141 -0.229 1.491
O -2.620596 2.482413 -2.075987 0.981 -1.540 -0.228
H 2.671364 -0.410781 1.048733 0.101 -0.136 -0.628
H 3.595126 0.616376 -0.087848 -0.146 -0.543 0.212
H 3.411299 -1.139516 -0.469035 -0.228 0.420 0.403
H 1.858332 0.725958 -1.686412 -0.178 -0.139 0.629
H 1.208543 -0.874052 -1.213429 0.161 0.458 0.022
H -0.360000 0.959516 -1.715950 -0.086 -0.321 0.316
H -1.427526 1.781753 0.913693 -0.010 -0.142 -0.651
H -1.648540 -0.680920 0.557358 -0.318 0.392 -0.189
H -3.201786 0.196802 0.724234 0.434 -0.014 -0.422
H -3.547937 0.004948 -1.832288 0.706 -0.015 0.290
H -1.964908 -0.875323 -1.959460 -0.450 0.157 0.236
H -3.729728 -2.064203 1.049584 -0.266 0.080 -0.013
H -4.929886 -1.169674 0.384023 0.325 -0.057 0.075
C 5.909370 -0.229428 2.513765 -0.116 0.024 -0.016
Cl 4.811351 -1.587190 2.231144 0.308 0.000 0.201
Cl 6.994699 -0.050289 1.125264 -0.059 -0.016 0.083
Cl 4.971798 1.255217 2.725135 0.090 -0.129 -0.005
Cl 6.866252 -0.536299 3.974431 -0.025 0.014 -0.074